Entry 1:
{
  "formula": "C34H84Cl2F5N4O17P2S",
  "method": "the ωB97M-V functional and the def2-TZVPD basis",
  "homo_ev": -11.363,
  "orbital_gap_ev": 8.76,
  "charge": 1,
  "species": ["C", "C", "C", "F", "C", "C", "O", "C", "O", "Cl", "C", "C", "C", "C", "C", "C", "C", "C", "S", "C", "N", "N", "C", "O", "P", "P", "O", "O", "O", "N", "C", "C", "C", "Cl", "C", "C", "N", "C", "F", "F", "C", "F", "F", "H", "H", "H", "H", "H", "H", "H", "H", "H", "H", "H", "H", "H", "H", "H", "H", "H", "H", "H", "H", "H", "H", "H", "H", "H", "H", "H", "H", "H", "H", "H", "H", "H", "H", "H", "H", "H", "H", "H", "H", "C", "O", "H", "H", "H", "H", "C", "O", "H", "H", "H", "H", "C", "O", "H", "H", "H", "H", "C", "O", "H", "H", "H", "H", "C", "O", "H", "H", "H", "H", "C", "O", "H", "H", "H", "H", "C", "O", "H", "H", "H", "H", "C", "O", "H", "H", "H", "H", "C", "O", "H", "H", "H", "H", "C", "O", "H", "H", "H", "H", "C", "O", "H", "H", "H", "H"],
  "coordinates": [[4.724, -4.547, 0.311], [4.948, -3.019, 0.297], [3.690, -2.316, 0.755], [3.402, -2.840, 2.000], [3.722, -0.736, 0.912], [5.151, -0.233, 0.823], [3.407, -0.428, 2.278], [2.182, -0.059, 2.759], [2.174, 1.273, 3.068], [2.062, -0.914, 4.403], [0.903, -0.389, 1.879], [-0.129, 0.674, 2.335], [-1.671, 0.811, 2.124], [-2.592, -0.159, 1.367], [-4.025, -0.101, 1.931], [-5.016, -1.174, 1.389], [-4.604, -1.811, 0.072], [-5.658, -2.627, -0.690], [-5.513, -4.399, -0.330], [-5.732, -4.477, 1.377], [-4.886, -4.863, 2.257], [-5.533, -4.797, 3.491], [-6.708, -4.355, 3.237], [-6.920, -4.113, 1.947], [0.503, -2.226, 2.322], [-1.110, -2.315, 3.764], [-1.328, -1.130, 4.598], [-0.677, -3.571, 4.648], [-2.366, -2.890, 3.007], [1.303, -0.453, 0.369], [0.222, -0.100, -0.609], [-0.410, -1.317, -1.292], [-0.209, -1.322, -2.817], [-0.069, -2.988, -3.411], [2.718, -0.029, -0.048], [2.841, -0.606, -1.515], [4.177, -0.936, -1.968], [2.991, 1.495, -0.176], [3.352, 2.036, 0.988], [4.042, 1.629, -1.018], [1.920, 2.453, -0.755], [2.501, 3.658, -0.858], [0.886, 2.561, 0.082], [3.661, -4.774, 0.259], [5.177, -5.018, -0.550], [5.074, -4.993, 1.231], [5.237, -2.744, -0.705], [5.759, -2.808, 0.981], [2.876, -2.654, 0.101], [5.641, -0.460, -0.110], [5.232, 0.822, 1.033], [5.689, -0.737, 1.618], [2.740, 1.415, 3.834], [0.295, 1.623, 2.042], [0.000, 0.670, 3.410], [-2.117, 0.954, 3.101], [-1.821, 1.777, 1.650], [-2.688, 0.209, 0.349], [-2.241, -1.178, 1.297], [-4.421, 0.900, 1.805], [-3.935, -0.269, 3.001], [-5.095, -1.952, 2.141], [-6.014, -0.760, 1.280], [-4.315, -1.009, -0.604], [-3.765, -2.477, 0.235], [-5.478, -2.547, -1.755], [-6.671, -2.298, -0.488], [-7.477, -4.155, 3.956], [-0.141, -2.671, 1.152], [-0.016, -3.288, 5.292], [-3.129, -2.826, 3.603], [1.404, -1.460, 0.210], [-0.499, 0.568, -0.172], [0.623, 0.482, -1.423], [-0.008, -2.257, -0.920], [-1.468, -1.338, -1.126], [0.681, -0.791, -3.126], [-1.071, -0.888, -3.306], [2.428, 0.161, -2.166], [2.188, -1.465, -1.633], [4.153, -1.803, -2.484], [4.530, -0.230, -2.595], [1.601, 2.174, -1.754], [-1.263, -0.929, 8.370], [-1.973, -2.044, 7.842], [-1.864, -0.517, 9.176], [-0.292, -1.227, 8.775], [-1.116, -0.158, 7.607], [-1.448, -2.407, 7.126], [-4.610, -8.391, 3.116], [-3.737, -7.449, 3.727], [-4.005, -9.232, 2.788], [-5.361, -8.755, 3.820], [-5.114, -7.965, 2.243], [-4.271, -6.702, 4.015], [-0.753, -5.848, 3.002], [-1.518, -5.131, 2.030], [0.269, -5.910, 2.634], [-0.749, -5.334, 3.968], [-1.146, -6.857, 3.139], [-2.426, -5.085, 2.355], [4.946, 6.015, -2.425], [3.674, 6.314, -3.000], [5.711, 6.508, -3.020], [4.998, 6.387, -1.398], [5.127, 4.938, -2.431], [3.008, 5.876, -2.464], [4.551, 9.633, -3.002], [5.759, 9.824, -2.269], [4.502, 10.406, -3.763], [4.544, 8.654, -3.486], [3.682, 9.724, -2.346], [5.806, 9.148, -1.590], [-2.186, 5.169, 1.549], [-1.946, 4.208, 2.576], [-3.185, 4.986, 1.164], [-2.141, 6.187, 1.939], [-1.467, 5.068, 0.730], [-1.066, 4.372, 2.927], [6.919, 6.026, -5.722], [5.854, 6.841, -6.205], [7.718, 6.045, -6.458], [7.301, 6.413, -4.774], [6.582, 4.994, -5.593], [5.153, 6.816, -5.546], [-5.006, -8.406, -0.890], [-6.321, -8.277, -0.366], [-4.935, -9.356, -1.411], [-4.788, -7.601, -1.598], [-4.267, -8.391, -0.084], [-6.357, -7.433, 0.092], [-4.944, -2.801, -4.873], [-5.378, -1.504, -4.462], [-4.181, -3.117, -4.164], [-5.769, -3.516, -4.849], [-4.507, -2.781, -5.874], [-6.055, -1.206, -5.076], [0.120, 6.702, -3.201], [0.773, 7.920, -3.517], [-0.884, 6.939, -2.860], [0.051, 6.047, -4.075], [0.644, 6.177, -2.391], [1.667, 7.719, -3.811], [2.476, 8.872, -6.786], [3.187, 8.285, -7.866], [1.670, 9.466, -7.209], [2.037, 8.110, -6.132], [3.119, 9.528, -6.191], [3.900, 7.758, -7.494]],
  "mulliken_charge": [-1.302, -0.543, -0.247, -0.540, 1.713, -2.477, -0.443, 0.504, -0.408, -0.146, 2.461, -2.865, -2.473, 1.011, -1.857, -0.048, -0.026, -0.862, -0.104, -0.180, 0.514, -0.589, 0.009, -0.281, -0.635, 0.795, -0.651, -0.531, 0.091, 0.955, -0.437, -1.424, -0.599, -0.176, 0.708, -1.795, -0.252, 0.568, -0.325, -0.392, -0.259, -0.292, -0.187, 0.352, 0.359, 0.337, 0.271, 0.445, 0.142, 0.285, 0.577, 0.595, 0.553, 0.746, 0.989, 0.859, 0.610, 0.878, -0.400, 0.417, 0.481, -0.178, 0.557, 0.691, -0.251, 0.076, 0.450, 0.457, 0.000, 0.373, 0.208, -0.174, 1.027, 0.097, 0.474, 0.061, 0.244, 0.477, 0.155, 0.685, 0.322, 0.270, 0.483, -0.477, -0.503, 0.256, 0.250, 0.183, 0.268, -0.389, -0.421, 0.249, 0.292, 0.027, 0.298, -0.652, -0.424, 0.295, 0.200, 0.321, 0.257, -0.496, -0.308, 0.119, 0.318, 0.230, 0.161, -0.342, -0.541, 0.301, -0.014, 0.290, 0.288, -0.522, -0.440, 0.249, 0.315, 0.142, 0.264, -0.583, -0.490, 0.267, 0.242, 0.255, 0.310, -0.398, -0.550, 0.286, 0.176, 0.173, 0.291, -0.509, -0.509, 0.148, 0.276, 0.312, 0.290, -0.489, -0.468, 0.300, 0.264, 0.119, 0.253, -0.278, -0.513, 0.310, 0.077, 0.136, 0.283]
}

Entry 2:
{
  "formula": "C18H39BN3O7",
  "method": "the ωB97M-V functional and the def2-TZVPD basis",
  "homo_ev": -4.337,
  "orbital_gap_ev": 6.78,
  "charge": -1,
  "species": ["C", "C", "O", "O", "C", "C", "C", "C", "C", "B", "O", "C", "C", "O", "H", "H", "H", "H", "H", "H", "H", "H", "H", "H", "H", "H", "H", "H", "H", "H", "H", "H", "C", "C", "O", "N", "C", "H", "H", "H", "H", "H", "H", "H", "C", "C", "O", "N", "C", "H", "H", "H", "H", "H", "H", "H", "C", "C", "O", "N", "C", "H", "H", "H", "H", "H", "H", "H"],
  "coordinates": [[-0.097, -4.633, 1.162], [-1.161, -4.845, 0.003], [-1.229, -5.976, -0.520], [-1.994, -3.752, -0.357], [-1.308, -3.012, -1.441], [-1.827, -1.481, -1.500], [-1.666, -0.879, -0.028], [-0.982, 0.561, 0.040], [0.410, 0.687, -0.746], [1.449, -0.563, -0.536], [1.387, -1.235, -1.883], [2.470, -2.164, -2.016], [3.584, -1.395, -1.096], [2.914, -0.253, -0.460], [0.313, -3.566, 1.216], [0.784, -5.335, 1.021], [-0.649, -4.807, 2.153], [-0.186, -3.081, -1.252], [-1.619, -3.548, -2.411], [-2.910, -1.554, -1.863], [-1.178, -0.917, -2.253], [-2.742, -0.748, 0.391], [-1.159, -1.598, 0.712], [-1.713, 1.309, -0.468], [-0.881, 0.892, 1.127], [0.946, 1.638, -0.363], [0.179, 0.903, -1.854], [1.147, -1.477, 0.187], [2.154, -3.040, -1.349], [2.858, -2.374, -3.061], [4.088, -2.146, -0.382], [4.349, -1.079, -1.899], [-4.797, -3.061, 3.412], [-4.828, -1.829, 2.547], [-3.833, -1.157, 2.337], [-6.022, -1.473, 1.991], [-7.300, -2.137, 2.123], [-3.784, -3.218, 3.783], [-5.463, -2.935, 4.269], [-5.092, -3.936, 2.829], [-5.968, -0.639, 1.425], [-7.644, -2.425, 1.127], [-8.013, -1.430, 2.556], [-7.243, -3.021, 2.753], [8.186, 1.968, -1.088], [7.315, 0.819, -0.651], [7.777, -0.288, -0.400], [5.981, 1.044, -0.541], [5.262, 2.270, -0.793], [9.225, 1.641, -1.131], [7.888, 2.307, -2.083], [8.111, 2.788, -0.371], [5.453, 0.233, -0.245], [4.745, 2.555, 0.126], [4.524, 2.078, -1.574], [5.919, 3.079, -1.105], [-2.000, 5.564, -1.520], [-1.535, 4.519, -0.540], [-1.638, 3.325, -0.764], [-0.983, 4.946, 0.631], [-0.777, 6.307, 1.075], [-2.415, 5.075, -2.401], [-2.779, 6.182, -1.068], [-1.158, 6.185, -1.833], [-0.695, 4.192, 1.238], [0.291, 6.453, 1.254], [-1.318, 6.450, 2.014], [-1.122, 7.036, 0.346]],
  "mulliken_charge": [-0.595, 0.594, -0.608, -0.234, -0.115, -0.661, 0.214, -0.466, -0.639, 1.064, -0.635, -0.365, -0.477, -0.532, 0.119, 0.268, 0.249, -0.025, 0.236, 0.456, 0.211, 0.090, 0.063, 0.128, 0.229, 0.026, 0.181, -0.481, 0.065, 0.253, 0.202, 0.249, -1.360, 0.790, -0.613, -0.139, -0.873, 0.276, 0.394, 0.373, 0.231, 0.285, 0.288, 0.329, -1.252, 0.861, -0.681, -0.054, -0.843, 0.295, 0.326, 0.339, 0.169, 0.241, 0.239, 0.412, -1.437, 0.731, -0.539, -0.133, -0.905, 0.279, 0.378, 0.371, 0.233, 0.285, 0.287, 0.349]
}

Entry 3:
{
  "formula": "C5H10NO",
  "method": "the ωB97M-V functional and the def2-TZVPD basis",
  "homo_ev": [3.107, 0.651],
  "orbital_gap_ev": [4.31, 6.63],
  "de_lowest_ev": 1.412,
  "charge": -2,
  "multiplicity": 2,
  "species": ["C", "O", "C", "C", "C", "C", "N", "H", "H", "H", "H", "H", "H", "H", "H", "H", "H"],
  "coordinates": [[-1.438, -1.637, 1.552], [-1.115, -2.853, 2.254], [-0.276, -1.238, 0.710], [-0.510, 0.155, 0.069], [0.590, 0.392, -0.993], [1.493, 2.560, -1.687], [0.483, 1.660, -1.753], [-2.365, -1.725, 1.019], [-1.518, -0.792, 2.279], [-0.177, -2.085, 0.108], [0.719, -1.276, 1.352], [-0.443, 0.770, 0.951], [-1.605, 0.204, -0.319], [0.801, -0.408, -1.658], [1.619, 0.437, -0.447], [2.471, 2.228, -1.597], [1.272, 3.609, -1.837]],
  "mulliken_charge": [-0.487, -1.004, -0.459, -0.674, -0.326, -0.806, -0.674, 0.246, 0.157, 0.387, 0.164, 0.116, 0.212, 0.338, 0.191, 0.296, 0.323]
}

Entry 4:
{
  "formula": "C3H10N3S",
  "method": "the ωB97M-V functional and the def2-TZVPD basis",
  "homo_ev": -13.485,
  "orbital_gap_ev": 10.29,
  "de_lowest_ev": 2.203,
  "charge": 1,
  "smiles": "CCN(S)C(N)=[NH2+]",
  "species": ["C", "C", "N", "S", "C", "N", "N", "H", "H", "H", "H", "H", "H", "H", "H", "H", "H"],
  "coordinates": [[0.030, -1.700, -1.358], [0.001, -1.564, 0.174], [0.401, -0.248, 0.743], [0.014, -0.188, 2.390], [-0.065, 1.165, 0.110], [-0.307, 1.350, -1.130], [0.035, 2.210, 0.879], [0.934, -1.216, -1.672], [-0.164, -2.844, -1.566], [-0.852, -1.237, -1.867], [-0.995, -1.839, 0.689], [0.782, -2.251, 0.719], [1.119, 0.407, 2.996], [-0.332, 0.540, -1.759], [-0.640, 2.206, -1.684], [-0.113, 3.091, 0.414], [0.151, 2.119, 1.921]],
  "mulliken_charge": [-1.323, -0.159, -0.141, -0.246, 0.678, -0.277, -0.317, 0.458, 0.331, 0.290, 0.353, 0.327, 0.195, 0.172, 0.278, 0.218, 0.163]
}

Entry 5:
{
  "formula": "C4H8NO",
  "method": "the ωB97M-V functional and the def2-TZVPD basis",
  "homo_ev": [-16.323, -16.322],
  "orbital_gap_ev": [8.87, 8.87],
  "de_lowest_ev": 3.955,
  "charge": 1,
  "smiles": "CC(C)C=[N+]=O",
  "species": ["C", "C", "C", "C", "N", "O", "H", "H", "H", "H", "H", "H", "H", "H"],
  "coordinates": [[-1.046, 1.028, 0.468], [-0.154, 0.052, -0.288], [-0.553, -1.407, -0.106], [1.249, 0.197, 0.294], [2.207, 0.510, -0.571], [2.845, 0.776, -1.482], [-1.059, 0.811, 1.531], [-2.059, 0.923, 0.078], [-0.742, 2.059, 0.314], [-0.143, 0.305, -1.351], [-1.528, -1.550, -0.571], [0.141, -2.084, -0.598], [-0.626, -1.670, 0.946], [1.469, 0.050, 1.335]],
  "mulliken_charge": [-1.383, 0.568, -1.352, -0.052, 0.479, -0.224, 0.374, 0.378, 0.387, 0.254, 0.377, 0.386, 0.364, 0.445]
}

Entry 6:
{
  "formula": "C18H31Cl2N4O4Pr",
  "method": "the ωB97M-V functional and the def2-TZVPD basis",
  "homo_ev": [-4.027, -4.068],
  "orbital_gap_ev": [4.03, 4.07],
  "multiplicity": 3,
  "species": ["O", "C", "C", "C", "H", "C", "H", "C", "H", "C", "H", "C", "H", "H", "C", "C", "H", "H", "H", "C", "C", "H", "H", "H", "H", "Pr", "Cl", "Cl", "H", "H", "C", "C", "N", "H", "C", "O", "H", "H", "H", "H", "H", "H", "C", "C", "N", "H", "C", "O", "H", "H", "H", "H", "N", "C", "N", "O", "H", "H", "H", "H"],
  "coordinates": [[1.098, -1.071, 0.630], [2.075, -1.088, 1.417], [3.241, -1.877, 1.045], [3.002, -2.918, 0.120], [1.985, -3.074, -0.245], [4.066, -3.674, -0.350], [3.868, -4.449, -1.084], [5.374, -3.419, 0.097], [6.202, -4.027, -0.276], [5.630, -2.343, 0.974], [6.664, -2.105, 1.250], [4.558, -1.569, 1.451], [4.722, -0.693, 2.093], [2.051, -0.409, 2.301], [0.309, -1.741, 3.583], [0.141, -0.370, 3.096], [0.047, -1.745, 4.660], [1.361, -2.087, 3.489], [-0.337, -2.480, 3.055], [-0.767, 0.588, 3.208], [-1.881, 0.585, 4.261], [-0.793, 1.462, 2.543], [-1.538, 0.040, 5.149], [-2.758, 0.058, 3.860], [-2.176, 1.589, 4.590], [-0.525, 0.067, -0.490], [-1.409, -2.433, -1.108], [1.793, 1.680, -0.299], [1.693, -2.349, -4.030], [-0.196, -3.314, -5.299], [0.998, -1.835, -3.366], [-0.906, -2.771, -4.663], [-0.258, -1.595, -4.082], [1.421, -0.880, -3.039], [-0.986, -0.512, -3.759], [-0.616, 0.311, -2.882], [-1.766, -2.457, -5.261], [-1.936, -0.408, -4.319], [0.816, -2.475, -2.489], [-1.249, -3.452, -3.868], [-2.378, 5.838, -0.139], [0.058, 6.113, -1.698], [-1.770, 5.103, 0.407], [0.378, 5.425, -0.901], [-0.732, 4.571, -0.482], [-2.407, 4.276, 0.735], [-0.717, 3.295, -0.794], [-1.378, 2.393, -0.159], [1.168, 4.764, -1.284], [-0.087, 2.994, -1.643], [-1.318, 5.587, 1.282], [0.756, 6.007, -0.050], [-4.864, -0.595, 0.747], [-3.839, 0.249, 0.453], [-4.204, 1.452, -0.042], [-2.644, -0.078, 0.680], [-5.776, -0.409, 0.355], [-4.643, -1.546, 0.981], [-3.460, 2.123, -0.248], [-5.163, 1.680, -0.160]],
  "mulliken_charge": [0.166, -0.585, 0.529, -0.329, 0.394, -0.607, 0.374, -0.384, 0.360, -0.525, 0.358, -0.438, 0.413, 0.784, -0.916, -0.212, 0.444, 0.222, 0.085, -0.111, -1.404, 0.331, 0.370, 0.173, 0.349, 0.698, -0.551, -0.542, 0.385, 0.257, -1.127, -0.832, 0.247, 0.320, 0.129, -0.682, 0.334, 0.347, 0.370, 0.312, 0.320, 0.328, -0.801, -0.952, 0.207, 0.163, -0.057, -0.578, 0.328, 0.614, 0.323, 0.318, -0.469, 0.538, -0.307, -0.256, 0.175, 0.267, 0.184, 0.143]
}

Number 1: total energy -145421.05366 eV. Number 2: total energy -38778.57158 eV. Number 3: total energy -8878.37751 eV. Number 4: total energy -18570.66935 eV. Number 5: total energy -7804.14780 eV. Number 6: total energy -72434.90160 eV.